Molecular formula: C37H77Be2BrFKN5O17P2
Method: DFT, ωB97M-V/def2-TZVPD

Each line ends with the Mulliken charge.
Element x y z (Å)
C (-5.3748, 6.3787, 3.2258)  -0.63
O (-4.8389, 5.2495, 2.5479)  -0.44
C (-3.7292, 5.5757, 1.7223)  -0.19
C (-2.4973, 4.8125, 2.2288)  -0.74
C (-1.4531, 4.5580, 1.0946)  0.31
C (-1.2213, 3.0446, 0.8731)  -1.33
C (0.0032, 2.4674, 1.6452)  -0.28
C (0.7186, 1.4724, 0.7138)  -0.31
C (2.0497, 0.8977, 1.2524)  -1.25
C (1.9266, 0.2843, 2.6674)  -0.37
C (2.6265, -1.0754, 2.7687)  -1.42
C (1.7816, -2.3181, 2.3768)  -0.20
C (0.3814, -2.0168, 1.7999)  0.46
C (-0.0972, -3.3035, 1.1069)  -0.26
P (-1.5649, -3.0215, -0.1670)  0.28
O (-1.9947, -1.5731, 0.6656)  -0.44
O (-2.5294, -2.4242, -1.4132)  -0.55
C (-1.9819, -2.9582, -2.5995)  0.03
C (-3.0891, -2.7168, -3.6822)  -0.43
N (-4.3794, -2.3840, -3.0203)  -0.33
C (-1.4937, -4.4585, -2.3844)  1.84
C (-2.4118, -5.5637, -2.9196)  -1.90
C (-1.9878, -6.2833, -4.2259)  -0.57
C (-2.5862, -5.7312, -5.5371)  -1.34
C (-1.7455, -4.5838, -6.1228)  -0.03
O (-1.3430, -4.8841, -7.4641)  -0.41
C (-0.5495, -3.8736, -7.9259)  0.20
O (-0.9294, -3.0814, -8.7507)  -0.47
C (0.0300, -4.5664, -2.6531)  -1.38
C (0.7755, -5.6623, -1.8799)  2.15
C (0.3738, -7.0885, -2.2140)  -2.14
O (2.1888, -5.5422, -2.2615)  -1.17
O (-1.5660, -4.5711, -0.9279)  -0.37
H (-4.7649, 6.5787, 4.1097)  0.27
H (-5.4105, 7.2487, 2.5690)  0.27
H (-6.3819, 6.1135, 3.5343)  0.26
H (-3.5073, 6.6422, 1.7716)  0.39
H (-3.9839, 5.2450, 0.7125)  0.11
H (-2.8693, 3.8568, 2.5854)  0.45
H (-2.0131, 5.3811, 3.0204)  0.11
H (-0.5116, 5.0735, 1.2636)  0.58
H (-1.8995, 4.9266, 0.1653)  -0.48
H (-1.0377, 2.8980, -0.1942)  0.50
H (-2.1098, 2.4645, 1.1162)  0.38
H (0.6388, 3.2937, 1.9571)  0.23
H (-0.4274, 1.9447, 2.4977)  0.20
H (0.9148, 2.0270, -0.2076)  0.55
H (0.0033, 0.6943, 0.4443)  -0.05
H (2.7685, 1.7154, 1.2227)  0.54
H (2.3932, 0.1560, 0.5262)  0.43
H (2.4857, 0.9568, 3.3202)  0.44
H (0.9057, 0.2967, 3.0372)  0.32
H (3.5088, -1.0393, 2.1310)  0.48
H (3.0075, -1.2634, 3.7724)  0.38
H (1.6702, -3.0390, 3.1895)  0.43
H (2.3351, -2.8447, 1.5955)  -0.19
H (0.5072, -1.2850, 1.0104)  -0.45
H (-0.3053, -1.6959, 2.5721)  0.62
H (0.7488, -3.6071, 0.4949)  -0.39
H (-0.4022, -4.0795, 1.8033)  0.55
H (-0.3879, -2.2880, -1.0445)  0.46
H (-2.5917, -3.5855, 0.6388)  -0.18
H (-2.4112, -1.8028, 1.4975)  0.35
H (-1.1272, -2.4077, -3.0092)  0.03
H (-3.3003, -3.5826, -4.2984)  -0.08
H (-2.8597, -1.8722, -4.3262)  0.51
H (-5.0964, -3.0124, -3.4034)  0.04
H (-4.6914, -1.4719, -3.3274)  0.23
H (-2.5204, -6.3057, -2.1337)  0.61
H (-3.4194, -5.1908, -3.0939)  0.72
H (-2.3538, -7.3076, -4.1376)  0.37
H (-0.9157, -6.3618, -4.3699)  0.40
H (-3.6166, -5.4075, -5.4261)  0.44
H (-2.4902, -6.5282, -6.2721)  0.46
H (-2.3506, -3.6758, -6.1674)  0.48
H (-0.8807, -4.3355, -5.4969)  0.05
H (0.4817, -3.7829, -7.5422)  0.37
H (0.2487, -4.7518, -3.7081)  0.07
H (0.5365, -3.6214, -2.4285)  0.43
H (0.7509, -5.5610, -0.7993)  -0.74
H (-0.6625, -7.3142, -1.9971)  0.20
H (0.9865, -7.7685, -1.6195)  0.63
H (0.5819, -7.3270, -3.2599)  0.54
H (2.3688, -6.2751, -2.8556)  0.69
K (3.9582, -5.4759, -2.8930)  1.05
Be (-6.9914, -3.3820, -3.8183)  -0.05
C (3.9833, 7.5138, 5.4419)  -0.60
O (3.3524, 6.3631, 4.8232)  -0.34
P (2.9403, 5.0948, 5.8261)  0.97
O (2.5800, 4.1144, 4.7536)  -0.51
O (1.6335, 5.8833, 6.3660)  -0.38
C (0.6237, 6.1416, 5.3969)  -0.55
O (2.8562, 4.1190, 7.1546)  -0.30
C (3.5635, 2.8760, 7.0921)  -0.61
H (4.1462, 8.2651, 4.6726)  0.30
H (3.3393, 7.9324, 6.2183)  0.31
H (4.9392, 7.2334, 5.8749)  0.20
H (0.7363, 5.5136, 4.5135)  0.18
H (0.6562, 7.1916, 5.0990)  0.28
H (-0.3429, 5.9362, 5.8551)  0.27
H (4.5229, 2.9794, 6.5884)  0.34
H (2.9518, 2.1429, 6.5699)  0.20
H (3.7298, 2.5356, 8.1130)  0.25
C (-5.5189, 5.6468, -4.5432)  -0.40
C (-5.8807, 6.9815, -4.3870)  -0.51
C (-5.3335, 7.7317, -3.3671)  -0.58
C (-4.4191, 7.1309, -2.5124)  0.26
C (-4.0529, 5.7976, -2.6504)  0.02
C (-4.6100, 5.0566, -3.6734)  -0.77
N (-3.8282, 7.9189, -1.4608)  1.07
O (-4.1431, 9.0587, -1.3185)  -0.50
O (-2.9694, 7.3314, -0.7171)  -0.36
H (-5.9476, 5.0652, -5.3481)  0.40
H (-6.5888, 7.4341, -5.0660)  0.40
H (-5.6156, 8.7673, -3.2474)  0.48
H (-3.3440, 5.3382, -1.9766)  0.54
H (-4.3350, 4.0192, -3.7976)  0.42
Br (-1.0831, 8.2252, -0.5653)  0.09
F (-0.4828, -1.0628, -1.0603)  -0.48
C (-0.1234, -8.1431, 2.1131)  -0.56
N (1.3420, -8.2874, 1.8883)  0.89
O (1.8155, -7.7759, 0.8835)  -0.50
O (1.9647, -8.8987, 2.7131)  -0.51
H (-0.5457, -7.5723, 1.2934)  0.10
H (-0.5470, -9.1419, 2.1509)  0.30
H (-0.2580, -7.6259, 3.0584)  0.30
C (5.1391, -7.9126, -7.8919)  -0.98
C (5.6209, -6.8572, -6.8560)  -0.06
O (5.8132, -7.4575, -5.6726)  -0.65
H (4.1957, -8.3645, -7.5858)  0.25
H (4.9813, -7.4337, -8.8648)  0.33
H (5.8780, -8.7010, -8.0248)  0.28
H (4.8598, -6.0403, -6.8945)  0.11
H (6.5082, -6.3785, -7.3261)  0.21
C (7.2270, 7.2440, 7.9266)  0.68
O (6.1775, 7.7632, 7.5790)  -0.66
N (7.2702, 6.0404, 8.5757)  -0.38
N (8.4415, 7.8236, 7.6960)  -0.40
H (8.1191, 5.5976, 8.8702)  0.16
H (6.3953, 5.5893, 8.7639)  0.21
H (8.4444, 8.7073, 7.2229)  0.22
H (9.3139, 7.4166, 7.9727)  0.16
Be (2.9070, -5.1910, 0.4717)  0.09

Values from the calculation:
total charge = +1
spin multiplicity = 1
E_HOMO = -7.66 eV



Molecular formula: C37H77N2O6
Method: DFT, ωB97M-V/def2-TZVPD

Each line ends with the Mulliken charge.
Element x y z (Å)
C (3.5708, -3.0525, -1.8158)  -0.84
C (3.6071, -2.7467, -3.3211)  -0.38
C (2.2458, -2.3592, -3.9041)  -0.78
C (1.8674, -0.8829, -3.6243)  -0.23
C (1.0205, -0.7698, -2.3628)  0.55
C (0.8351, 0.6787, -1.8496)  -0.83
C (-0.5641, 1.2367, -2.0980)  -0.66
C (-1.5795, 0.9922, -0.9667)  -1.43
C (-1.6808, -0.4351, -0.3926)  -0.08
C (-2.5182, -1.4483, -1.1866)  -0.31
C (-1.9311, -2.8767, -1.0745)  -1.41
N (-2.1296, -3.7112, -2.2413)  -0.33
C (-3.3632, -3.5296, -2.9588)  -0.62
C (-3.7306, -2.0533, -3.2297)  -0.60
N (-2.7163, -1.1163, -2.6260)  -0.11
H (2.5802, -3.4116, -1.5527)  0.11
H (3.7492, -2.1447, -1.2480)  0.31
H (4.3192, -3.7754, -1.5178)  0.32
H (4.2718, -1.9072, -3.4939)  0.04
H (3.9626, -3.6239, -3.8510)  0.44
H (1.4701, -2.9902, -3.4608)  0.14
H (2.2394, -2.5336, -4.9755)  0.43
H (2.7530, -0.2688, -3.5585)  0.02
H (1.2411, -0.5561, -4.4520)  0.43
H (0.0392, -1.1810, -2.5982)  -0.63
H (1.4112, -1.3900, -1.5653)  0.28
H (1.5571, 1.3094, -2.3560)  0.12
H (1.0499, 0.6979, -0.7863)  0.45
H (-0.9242, 0.9005, -3.0695)  0.33
H (-0.4795, 2.3154, -2.2014)  0.44
H (-2.5585, 1.3129, -1.3250)  0.41
H (-1.3274, 1.6446, -0.1412)  0.47
H (-2.1682, -0.3333, 0.5720)  0.02
H (-0.6864, -0.8026, -0.1760)  0.33
H (-3.5151, -1.4715, -0.7624)  0.93
H (-0.8628, -2.7934, -0.9355)  0.60
H (-2.3351, -3.3174, -0.1653)  0.37
H (-1.3267, -3.6926, -2.8550)  0.35
H (-4.2030, -4.0063, -2.4633)  0.28
H (-3.2624, -4.0278, -3.9156)  0.38
H (-3.8576, -1.8105, -4.2775)  0.46
H (-4.6591, -1.8129, -2.7251)  0.43
H (-1.8376, -1.1149, -3.1473)  0.38
H (-3.1064, -0.1789, -2.7280)  0.43
C (4.7428, -6.8335, 1.9946)  -0.58
C (5.2547, -5.8585, 3.0499)  -0.51
C (6.0163, -4.8544, 2.1976)  -0.45
O (5.3492, -4.8094, 0.9306)  -0.36
C (4.4231, -5.8957, 0.8399)  -0.35
H (3.8804, -7.4152, 2.3163)  0.33
H (5.5349, -7.5282, 1.7080)  0.27
H (4.4143, -5.3703, 3.5489)  0.26
H (5.8784, -6.3230, 3.8114)  0.34
H (7.0501, -5.1750, 2.0346)  0.27
H (6.0291, -3.8531, 2.6287)  0.26
H (3.4072, -5.4921, 0.9269)  0.24
H (4.5233, -6.3732, -0.1357)  0.30
C (6.4670, 2.3975, -5.2257)  -0.29
C (5.8162, 3.2314, -4.1255)  -0.68
C (4.4295, 2.6099, -4.0429)  -0.39
O (4.5826, 1.2303, -4.3913)  -0.30
C (5.8893, 1.0193, -4.9494)  -0.60
H (7.5520, 2.4080, -5.2054)  0.26
H (6.1435, 2.7516, -6.2068)  0.14
H (6.3494, 3.0900, -3.1824)  0.32
H (5.7860, 4.2983, -4.3419)  0.39
H (3.7419, 3.0756, -4.7578)  0.26
H (3.9918, 2.6800, -3.0448)  0.26
H (6.4936, 0.4745, -4.2166)  0.29
H (5.8002, 0.4083, -5.8474)  0.32
C (-2.6525, 0.9492, 3.3903)  -0.40
C (-1.4644, 0.0039, 3.5526)  -0.33
C (-0.9776, 0.3542, 4.9522)  -0.60
O (-2.1325, 0.7546, 5.6864)  -0.41
C (-3.2373, 0.9486, 4.7964)  -0.34
H (-3.3752, 0.6294, 2.6382)  0.34
H (-2.3015, 1.9497, 3.1236)  0.25
H (-1.8050, -1.0347, 3.5228)  0.24
H (-0.6904, 0.1318, 2.7941)  0.28
H (-0.2693, 1.1897, 4.9276)  0.30
H (-0.5027, -0.4857, 5.4599)  0.30
H (-3.9470, 0.1294, 4.9342)  0.17
H (-3.7412, 1.8813, 5.0484)  0.24
C (10.9607, 4.0706, -7.9151)  -0.55
C (10.3175, 4.9125, -6.8200)  -0.67
C (8.9290, 4.2964, -6.7273)  -0.19
O (9.0748, 2.9112, -7.0723)  -0.37
C (10.3794, 2.6956, -7.6262)  -0.46
H (12.0489, 4.0803, -7.8948)  0.34
H (10.6347, 4.4192, -8.8975)  0.26
H (10.8537, 4.7748, -5.8783)  0.29
H (10.2909, 5.9777, -7.0431)  0.36
H (8.2388, 4.7581, -7.4416)  0.24
H (8.4989, 4.3788, -5.7286)  0.21
H (10.9838, 2.1531, -6.8919)  0.28
H (10.2862, 2.0792, -8.5203)  0.26
C (-7.2199, 0.5756, 8.2491)  -0.40
C (-8.0325, -0.4671, 7.4896)  -0.51
C (-7.5601, -0.2463, 6.0620)  -0.22
O (-6.2009, 0.2003, 6.1466)  -0.33
C (-5.8920, 0.5367, 7.5053)  -0.43
H (-7.1129, 0.3614, 9.3111)  0.37
H (-7.6856, 1.5582, 8.1435)  0.07
H (-7.7612, -1.4717, 7.8233)  0.30
H (-9.1090, -0.3484, 7.5977)  0.32
H (-8.1479, 0.5327, 5.5669)  -0.02
H (-7.6052, -1.1537, 5.4575)  0.29
H (-5.2293, -0.2339, 7.9125)  0.28
H (-5.3636, 1.4905, 7.5250)  0.28
C (-10.1470, 4.4537, 5.2978)  -0.60
C (-11.3233, 4.4785, 6.2673)  -0.55
C (-11.5455, 2.9950, 6.5203)  -0.46
O (-10.2626, 2.3671, 6.4099)  -0.33
C (-9.3296, 3.2883, 5.8352)  -0.37
H (-9.5832, 5.3847, 5.2668)  0.36
H (-10.4983, 4.2333, 4.2871)  0.27
H (-11.0352, 4.9802, 7.1937)  0.26
H (-12.2078, 4.9755, 5.8727)  0.34
H (-12.2125, 2.5579, 5.7699)  0.27
H (-11.9564, 2.7905, 7.5090)  0.27
H (-8.6401, 3.6157, 6.6213)  0.25
H (-8.7532, 2.7816, 5.0598)  0.30

Values from the calculation:
total charge = +1
spin multiplicity = 1
E_HOMO = -10.67 eV



Molecular formula: C37H77N4O5
Method: DFT, ωB97M-V/def2-TZVPD

Each line ends with the Löwdin spin population.
Element x y z (Å)
O (-18.0885, -11.6790, -12.0599)  0.04
C (-17.4666, -12.8159, -12.2197)  0.04
O (-16.5881, -12.9699, -11.4084)  0.26
O (-17.6839, -13.5457, -13.1851)  0.67
H (-17.4368, -11.4383, -11.3973)  0.00
C (-18.7585, -12.7258, -2.5776)  0.00
C (-17.9302, -11.7498, -3.4501)  0.00
C (-17.9015, -12.1862, -4.9386)  0.00
C (-18.1099, -11.0648, -5.9441)  0.00
N (-17.9327, -11.4013, -7.3834)  0.00
C (-16.4762, -11.8300, -7.7499)  0.00
C (-15.7030, -10.6499, -8.3555)  0.00
C (-16.8133, -9.8325, -9.0046)  0.00
C (-18.0705, -10.0772, -8.1326)  0.00
C (-18.8359, -12.4906, -7.9317)  0.00
H (-19.7358, -12.6954, -3.0592)  0.00
H (-19.0144, -12.3872, -1.5736)  0.00
H (-18.3109, -13.7158, -2.4899)  0.00
H (-16.9386, -11.6679, -3.0050)  0.00
H (-18.2881, -10.7209, -3.4137)  0.00
H (-18.7949, -12.7604, -5.1842)  0.00
H (-17.0052, -12.7874, -5.0913)  0.00
H (-17.4203, -10.2682, -5.6648)  0.00
H (-19.0938, -10.6021, -6.0207)  0.00
H (-16.5401, -12.7062, -8.3951)  0.00
H (-15.9374, -12.1943, -6.8753)  0.00
H (-14.9599, -10.8738, -9.1209)  0.00
H (-15.2051, -9.9936, -7.6417)  0.00
H (-17.0443, -10.2194, -9.9971)  0.00
H (-16.4459, -8.8146, -9.1343)  0.00
H (-18.9022, -10.2076, -8.8249)  0.00
H (-18.2444, -9.2379, -7.4592)  0.00
H (-18.7654, -13.3312, -7.2414)  0.00
H (-18.6442, -12.6319, -8.9954)  0.00
H (-19.7812, -11.9984, -7.7031)  0.00
C (-15.4561, -14.6283, -17.1635)  0.00
C (-16.1486, -15.2084, -15.9776)  0.00
C (-15.9284, -16.6491, -15.7053)  0.00
C (-14.3845, -16.9680, -15.8470)  0.00
N (-14.0565, -18.5100, -16.1276)  0.00
C (-14.7890, -19.4018, -15.1277)  0.00
C (-13.8617, -20.6142, -14.8818)  0.00
C (-12.3703, -20.1044, -15.0333)  0.00
C (-12.5551, -18.7678, -15.8615)  0.00
C (-14.4593, -18.8740, -17.6170)  0.00
H (-15.8345, -13.6118, -17.2712)  0.00
H (-15.7632, -15.1883, -18.0467)  0.00
H (-14.3756, -14.5192, -17.0706)  0.00
H (-17.1968, -14.9223, -16.0643)  0.00
H (-15.7228, -14.6785, -15.1255)  0.00
H (-16.5008, -17.2904, -16.3755)  0.00
H (-16.3694, -16.9796, -14.7648)  0.00
H (-13.9276, -16.6249, -14.9187)  0.00
H (-13.7896, -16.5218, -16.6439)  0.00
H (-15.7662, -19.7023, -15.5055)  0.00
H (-14.8633, -18.8650, -14.1820)  0.00
H (-14.0522, -21.4483, -15.5571)  0.00
H (-14.0357, -20.9437, -13.8575)  0.00
H (-11.6974, -20.8262, -15.4962)  0.00
H (-12.0439, -19.8686, -14.0204)  0.00
H (-12.0967, -18.9913, -16.8248)  0.00
H (-12.0760, -17.9293, -15.3560)  0.00
H (-13.7567, -18.2663, -18.1873)  0.00
H (-15.5109, -18.7666, -17.8828)  0.00
H (-13.9454, -19.8132, -17.8221)  0.00
C (-13.1803, -11.6343, -11.5176)  0.01
C (-12.8345, -13.0636, -10.9414)  0.02
C (-13.3608, -13.1421, -9.4758)  0.00
C (-13.5197, -14.5274, -8.9063)  0.00
C (-14.4488, -15.4240, -9.7854)  0.00
C (-14.0285, -15.4927, -11.2682)  0.03
N (-13.5814, -14.1684, -11.7838)  0.27
O (-13.4084, -14.0882, -13.2157)  -0.41
C (-15.2532, -16.0778, -12.0382)  0.01
C (-12.8266, -16.5084, -11.2761)  0.03
C (-11.3130, -13.2731, -11.0572)  0.02
H (-14.2001, -11.2665, -11.4045)  0.00
H (-12.9463, -11.5118, -12.5752)  0.00
H (-12.5211, -10.9107, -11.0382)  0.00
H (-14.4017, -12.8186, -9.4783)  0.00
H (-12.7201, -12.5415, -8.8302)  0.00
H (-13.9628, -14.3883, -7.9202)  0.00
H (-12.5570, -15.0331, -8.8319)  0.00
H (-15.3963, -14.8904, -9.7112)  0.00
H (-14.7016, -16.3894, -9.3469)  0.00
H (-15.0443, -16.1881, -13.1023)  0.00
H (-16.0404, -15.3295, -11.9457)  0.00
H (-15.6020, -17.0371, -11.6557)  0.00
H (-12.1594, -16.4012, -10.4209)  0.00
H (-12.2344, -16.4466, -12.1891)  0.00
H (-13.1960, -17.5244, -11.4160)  0.00
H (-10.9150, -12.7442, -10.1912)  0.00
H (-10.9201, -12.9217, -12.0113)  0.00
H (-10.9953, -14.2966, -10.8580)  0.00
C (-23.5684, -12.2998, -12.4272)  0.00
C (-22.3691, -11.3059, -12.4483)  -0.02
C (-21.4557, -11.7183, -13.6702)  0.00
C (-20.4740, -10.7460, -14.3108)  0.00
C (-21.1140, -9.4271, -14.4824)  -0.01
C (-21.7632, -8.8279, -13.1948)  -0.02
N (-22.8311, -9.8349, -12.7194)  -0.33
O (-23.9418, -9.3056, -11.9855)  0.43
C (-22.5655, -7.6382, -13.8759)  0.00
C (-20.7884, -8.4365, -12.0515)  -0.02
C (-21.6342, -11.4950, -11.1632)  -0.02
H (-24.2596, -11.9884, -11.6439)  0.00
H (-23.3698, -13.3470, -12.1989)  0.00
H (-24.2011, -12.3318, -13.3142)  0.00
H (-22.0274, -12.1034, -14.5146)  0.00
H (-20.9567, -12.6537, -13.4171)  0.00
H (-20.1591, -11.1432, -15.2757)  0.00
H (-19.5884, -10.7199, -13.6759)  0.00
H (-21.7915, -9.6331, -15.3111)  0.00
H (-20.2625, -8.8085, -14.7658)  0.00
H (-23.5482, -7.9144, -14.2580)  0.00
H (-22.1714, -7.2355, -14.8090)  0.00
H (-22.7681, -6.8668, -13.1329)  0.00
H (-19.9508, -9.1245, -11.9370)  0.00
H (-21.3105, -8.2093, -11.1221)  0.00
H (-20.3158, -7.5065, -12.3676)  0.00
H (-21.0417, -10.6622, -10.7844)  0.00
H (-21.1110, -12.4512, -11.1622)  0.00
H (-22.2738, -11.5360, -10.2815)  0.00

Values from the calculation:
total charge = +4
spin multiplicity = 2
<S²> = 1.156
E_HOMO (alpha / beta) = -18.77 / -18.77 eV